Molecular formula: C22H31Si
Method: DFT, ωB97M-V/def2-TZVPD

Atoms and positions in Å:
C  1.0541  2.9249  -2.3466
C  1.4074  1.5990  -1.7012
C  2.1111  0.7236  -2.4570
C  0.9884  1.2255  -0.2897
Si  1.5991  2.3424  1.1264
C  0.7796  1.6691  2.6517
C  3.4539  2.2932  1.3364
C  1.0367  4.0769  0.8315
H  0.1651  3.4336  -1.9638
H  1.8943  3.6096  -2.2395
H  0.8768  2.8202  -3.4234
H  2.5261  -0.2083  -2.0692
H  2.3899  0.9779  -3.4851
H  -0.1195  1.0933  -0.1791
H  1.4548  0.2506  -0.0428
H  0.9333  2.3050  3.5294
H  -0.2953  1.5949  2.4561
H  1.1763  0.6703  2.8666
H  3.7962  2.9933  2.1142
H  3.7766  1.2798  1.6198
H  3.9360  2.5659  0.3875
H  1.1729  4.7117  1.7124
H  1.6090  4.4909  -0.0036
H  -0.0263  4.0468  0.5732
C  -3.9062  5.4380  -3.2101
C  -3.1976  4.1116  -3.2710
C  -2.9654  3.3777  -2.0928
C  -2.2894  2.1638  -2.1324
C  -1.8114  1.6033  -3.3635
C  -1.1191  0.3481  -3.3740
C  -1.2809  -0.6299  -4.3719
C  -0.5071  -1.8466  -4.3450
C  -0.6662  -2.8356  -5.3015
C  -1.5323  -2.6431  -6.4037
C  -1.6555  -3.6819  -7.4909
C  -2.3557  -1.5024  -6.4093
C  -2.2603  -0.5473  -5.4119
C  -2.0316  2.3833  -4.5354
C  -2.7562  3.5685  -4.4928
H  -4.3505  5.6964  -4.1745
H  -4.7214  5.4365  -2.4781
H  -3.2344  6.2530  -2.9189
H  -3.3477  3.7639  -1.1412
H  -2.2005  1.5680  -1.2189
H  -0.5186  0.0772  -2.5123
H  0.1478  -2.0246  -3.4870
H  -0.1194  -3.7805  -5.2331
H  -2.1315  -3.2664  -8.3870
H  -0.6897  -4.1074  -7.7758
H  -2.2781  -4.5294  -7.1804
H  -3.0668  -1.3795  -7.2331
H  -2.9941  0.2544  -5.3742
H  -1.6870  2.0087  -5.4945
H  -3.0278  4.0972  -5.4072

**Multiplicity**: 1
**Total charge**: +1
**Strongest force on any atom**: 1.31 eV/Å
**Highest occupied orbital energy**: -0.4215 hartree
**Energy above the lowest of the compared OMol25 structures with the same formula, charge and spin**: 0.0 kJ/mol

Atom charges from the Mulliken analysis, given in e for atoms 1 to 4:
1 C -1.62
2 C 0.96
3 C -1.23
4 C -0.13